No. 1
9 unconnected molecules or ions with the total composition C5H31N2O8, computed with the ωB97M-V functional and the def2-TZVPD basis.

Kohn-Sham gap = 8.14 eV
HOMO energy = -10.612 eV
Relative energy (zero: lowest compared OMol25 entry of this formula, charge and spin) = 59.8 kcal per mole
LUMO energy = -2.47 eV
Net charge = +1

CARTESIAN COORDINATES (ANGSTROEM)
C1 -0.288 -2.148 0.807
C2 -1.514 -1.609 0.145
C3 -1.759 -0.123 0.366
C4 -0.819 0.738 -0.482
N1 -1.298 2.106 -0.604
C5 -1.403 2.862 0.618
N2 -0.003 -1.520 2.188
H1 0.627 -1.956 0.243
H2 -0.126 -3.213 1.025
H3 -1.532 -1.908 -0.901
H4 -2.406 -2.113 0.566
H5 -1.774 0.068 1.442
H6 -2.764 0.222 0.091
H7 -0.904 0.333 -1.494
H8 0.215 0.597 -0.127
H9 -1.424 2.433 -1.539
H10 -2.374 3.344 0.807
H11 -0.763 3.759 0.581
H12 -1.139 2.257 1.480
H13 -0.880 -1.662 2.718
H14 0.160 -0.536 1.999
H15 0.756 -2.009 2.654
H16 2.453 1.955 1.081
H17 2.668 3.280 1.816
O1 2.160 2.464 1.847
H18 -0.097 1.825 -3.728
H19 -1.077 1.317 -4.638
O2 -0.369 0.965 -4.075
H20 1.773 2.488 -4.003
H21 1.569 1.089 -4.401
O3 2.277 1.672 -4.068
H22 0.268 0.912 4.419
H23 1.354 1.367 3.349
O4 0.590 0.800 3.520
H24 -0.966 -3.011 -3.728
H25 -0.412 -1.525 -3.633
O5 -0.470 -2.383 -3.203
H26 -2.968 -0.169 3.794
H27 -2.636 -1.645 4.025
O6 -2.302 -0.838 3.599
H28 2.306 -3.744 1.895
H29 3.414 -2.634 1.657
O7 2.473 -2.818 1.695
H30 2.168 0.183 -2.631
H31 0.735 -0.445 -2.261
O8 1.641 -0.303 -1.984

Löwdin population analysis, charges in e, atoms 1 to 5: C -0.1441; C -0.1779; C -0.1963; C -0.2453; N -0.1131


No. 2
9 unconnected molecules or ions with the total composition C5H31N2O8, computed with the ωB97M-V functional and the def2-TZVPD basis.

Kohn-Sham gap = 10.13 eV
HOMO energy = -12.490 eV
Relative energy (zero: lowest compared OMol25 entry of this formula, charge and spin) = 84.2 kcal per mole
LUMO energy = -2.36 eV
Net charge = +1

CARTESIAN COORDINATES (ANGSTROEM)
C1 1.398 0.682 0.429
N1 1.562 0.543 -1.148
C2 2.755 1.432 -1.431
C3 0.023 1.422 0.762
N2 -1.128 0.493 1.079
C4 -2.374 1.177 0.677
C5 0.368 2.103 2.052
H1 2.168 1.400 0.640
H2 1.448 -0.354 0.775
H3 0.698 0.725 -1.643
H4 2.666 2.420 -0.952
H5 3.681 0.890 -1.309
H6 2.658 1.418 -2.510
H7 -0.221 2.128 -0.030
H8 -1.220 0.178 2.068
H9 -1.154 -0.356 0.450
H10 -2.756 0.989 -0.327
H11 -3.239 1.007 1.334
H12 -2.428 2.296 0.742
H13 1.354 2.577 2.042
H14 -0.256 2.899 2.546
H15 0.466 1.346 2.864
H16 -1.780 -0.552 4.337
H17 -0.854 0.738 4.298
O1 -1.504 0.219 3.821
H18 0.683 -3.273 -0.844
H19 1.035 -4.639 -0.395
O2 0.263 -4.068 -0.466
H20 -2.967 -2.752 -0.251
H21 -1.545 -2.949 0.230
O3 -2.212 -2.265 0.094
H22 -1.806 0.806 -2.887
H23 -2.098 -0.649 -3.398
O4 -2.450 0.101 -2.913
H24 0.601 4.538 -1.915
H25 -0.810 3.857 -2.410
O5 -0.183 4.016 -1.701
H26 -0.201 -0.866 -4.205
H27 0.770 -1.390 -2.933
O6 -0.015 -0.954 -3.260
H28 2.093 -1.212 -0.645
H29 3.083 -2.361 -0.268
O7 2.198 -2.191 -0.612
H30 1.528 -1.783 3.987
H31 1.672 -2.163 2.522
O8 1.478 -1.409 3.094

Löwdin population analysis, charges in e, atoms 1 to 5: C -0.0937; N -0.1266; C -0.0910; C -0.2756; N 0.0531


No. 3
10 unconnected molecules or ions with the total composition C5H32N2O10, computed with the ωB97M-V functional and the def2-TZVPD basis.

Kohn-Sham gap = 8.84 eV
HOMO energy = -8.672 eV
Relative energy (zero: lowest compared OMol25 entry of this formula, charge and spin) = 88.8 kcal per mole
SMILES string = C[C@@H](CCN)NCO.O.O.O.O.O.O.O.O.O
LUMO energy = 0.17 eV

CARTESIAN COORDINATES (ANGSTROEM)
C1 -2.172 0.657 -1.561
C2 -0.983 0.404 -0.581
C3 -0.958 -1.102 -0.297
C4 -2.243 -1.746 0.402
N1 -2.074 -1.943 1.808
N2 0.225 0.634 -1.365
C5 1.595 0.595 -0.781
O1 1.688 1.659 0.152
H1 -2.642 1.621 -1.315
H2 -1.894 0.661 -2.615
H3 -3.072 0.030 -1.447
H4 -1.290 0.811 0.382
H5 -0.585 -1.715 -1.113
H6 -0.157 -1.284 0.480
H7 -2.396 -2.722 -0.059
H8 -2.961 -1.020 0.055
H9 -1.292 -1.441 2.198
H10 -1.953 -2.928 1.998
H11 0.149 1.568 -1.754
H12 1.748 -0.311 -0.211
H13 2.361 0.640 -1.553
H14 1.013 2.325 -0.046
O2 2.354 -1.261 1.641
H15 2.109 -0.432 1.174
H16 1.897 -1.987 1.153
O3 0.609 2.910 2.752
H17 -0.165 2.800 3.316
H18 0.608 2.110 2.206
O4 0.616 -2.995 -2.899
H19 -0.323 -2.951 -3.125
H20 1.019 -2.145 -2.673
O5 1.278 3.272 -2.190
H21 2.145 3.628 -2.000
H22 0.694 3.819 -2.725
O6 -0.672 3.599 0.272
H23 -0.527 3.372 1.210
H24 -0.418 4.529 0.361
O7 0.983 0.258 3.836
H25 1.549 -0.425 3.441
H26 1.318 0.971 3.274
O8 2.842 -1.598 -2.137
H27 3.249 -2.286 -2.696
H28 2.967 -2.053 -1.288
O9 -3.584 0.520 1.742
H29 -2.742 0.226 2.102
H30 -3.344 1.375 1.347
O10 1.080 -3.303 0.059
H31 0.989 -3.122 -0.906
H32 1.361 -4.224 -0.025

Löwdin population analysis, charges in e, atoms 1 to 5: C -0.0451; C -0.3812; C -0.1588; C -0.2621; N 0.0013


No. 4
11 unconnected molecules or ions with the total composition C5H32N4O11, computed with the ωB97M-V functional and the def2-TZVPD basis.

Kohn-Sham gap = 9.18 eV
HOMO energy = -9.652 eV
Relative energy (zero: lowest compared OMol25 entry of this formula, charge and spin) = 0.0 kcal per mole
SMILES string = NC(N)=O.NC(N)=O.CC(C)O.O.O.O.O.O.O.O.O
LUMO energy = -0.47 eV

CARTESIAN COORDINATES (ANGSTROEM)
N1 18.530 28.804 -3.117
C1 18.609 28.709 -1.771
N2 18.270 29.803 -1.053
O1 18.810 27.637 -1.184
H1 18.765 28.005 -3.680
H2 18.584 29.675 -3.621
H3 17.887 30.603 -1.532
H4 18.295 29.801 -0.050
N3 18.303 33.528 -5.057
C2 17.361 33.144 -4.168
N4 16.090 33.618 -4.350
O2 17.595 32.405 -3.206
H5 18.047 34.257 -5.697
H6 19.267 33.268 -4.887
H7 15.491 33.486 -3.555
H8 15.766 34.169 -5.122
C3 15.068 28.830 -2.438
C4 14.490 30.172 -1.981
C5 13.857 30.961 -3.113
O3 13.546 29.841 -0.944
H9 15.794 28.999 -3.236
H10 14.249 28.202 -2.779
H11 15.659 28.491 -1.588
H12 15.312 30.761 -1.557
H13 14.658 31.209 -3.813
H14 13.326 31.849 -2.767
H15 13.131 30.347 -3.652
H16 13.470 30.635 -0.405
O4 19.357 24.700 -2.180
H17 18.856 25.513 -2.313
H18 20.101 24.969 -1.634
O5 20.236 28.265 1.263
H19 19.683 29.025 1.483
H20 19.970 28.048 0.358
O6 16.505 25.874 -1.943
H21 15.943 26.655 -1.916
H22 17.106 25.995 -1.198
O7 18.749 30.858 1.557
H23 18.963 31.143 2.450
H24 18.282 31.603 1.156
O8 20.989 32.360 -4.586
H25 20.697 31.438 -4.619
H26 21.670 32.428 -5.261
O9 17.905 32.839 -0.419
H27 17.662 33.034 -1.336
H28 18.777 33.228 -0.307
O10 18.067 27.200 -5.906
H29 17.435 27.372 -6.610
H30 18.551 28.026 -5.806
O11 19.909 29.908 -5.790
H31 20.665 29.312 -5.857
H32 19.776 30.240 -6.684

Löwdin population analysis, charges in e, atoms 1 to 5: N 0.1878; C -0.6387; N 0.1970; O -0.0095; H 0.0871


No. 5
12 unconnected molecules or ions with the total composition C5H32NO12, computed with the ωB97M-V functional and the def2-TZVPD basis.

Multiplicity = 2
Kohn-Sham gap (spin up / spin down) = 7.60 / 2.97 eV
HOMO energy (spin up / spin down) = -15.626 / -15.626 eV
Relative energy (zero: lowest compared OMol25 entry of this formula, charge and spin) = 0.0 kcal per mole
LUMO energy (spin up / spin down) = -8.03 / -12.66 eV
Net charge = +2

CARTESIAN COORDINATES (ANGSTROEM)
O1 -1.192 1.203 2.549
C1 -0.406 0.401 2.993
C2 0.424 -0.250 1.912
C3 1.952 0.251 2.254
C4 2.960 -0.306 1.282
C5 4.056 -1.017 1.548
N1 -0.006 0.119 0.524
H1 -0.212 0.234 4.130
H2 0.405 -1.371 2.014
H3 2.162 -0.205 3.341
H4 1.794 1.377 2.293
H5 2.620 -0.290 0.285
H6 4.451 -1.144 2.581
H7 4.645 -1.360 0.748
H8 0.545 -0.690 -0.032
H9 0.060 1.177 0.330
H10 -0.991 -0.037 0.328
H11 -1.256 1.847 -1.096
H12 -0.222 2.808 -1.020
O2 -0.260 1.861 -1.089
H13 2.401 1.258 -0.502
H14 3.983 1.356 -0.159
O3 3.175 1.829 -0.695
H15 1.848 -0.326 -2.746
H16 1.865 -1.218 -3.840
O4 1.743 -1.259 -2.933
H17 -3.854 1.334 1.491
H18 -4.088 -0.216 1.925
O5 -3.467 0.415 1.588
H19 1.317 -2.845 -1.740
H20 1.544 -4.015 -2.652
O6 1.334 -3.841 -1.731
H21 -3.293 0.342 -1.605
H22 -4.248 0.800 -0.491
O7 -4.140 0.010 -1.090
H23 -2.407 2.403 0.415
H24 -3.050 3.300 -0.571
O8 -2.927 2.374 -0.325
H25 -2.203 4.565 1.362
H26 -0.767 3.954 1.322
O9 -1.574 4.048 0.849
H27 -1.032 -0.560 -3.577
H28 -0.810 -2.007 -4.071
O10 -0.494 -1.053 -4.084
H29 -1.220 -2.081 -1.500
H30 -2.606 -1.602 -1.045
O11 -1.646 -1.391 -0.988
H31 0.243 -3.556 0.480
H32 1.795 -3.540 0.253
O12 1.047 -3.085 0.787

Löwdin population analysis, charges in e, atoms 1 to 5: O 0.0802; C -0.1631; C -0.2282; C -0.0390; C -0.0414